# 1
{
  "formula": "C6H7BrF2O",
  "method": "the ωB97M-V functional and the def2-TZVPD basis",
  "species": ["Br", "F", "F", "O", "C", "C", "C", "C", "C", "C", "H", "H", "H", "H", "H", "H", "H"],
  "positions_angstrom": [[-3.00706, -3.10957, -3.35474], [-0.93365, 0.98312, -0.60599], [0.53846, 2.82877, 2.46317], [0.18225, 0.70012, 2.34871], [1.81604, 0.52404, -0.18311], [-0.52879, -0.23756, -0.42643], [1.54321, 1.68607, 0.65222], [0.93473, -0.42868, -0.59025], [0.73517, 1.76467, 1.70282], [-1.40281, -1.16185, -0.04663], [-3.08000, -1.81479, -3.43622], [2.16452, 2.49430, 0.29363], [2.84156, 0.31812, -0.39562], [-1.18887, -2.10762, 0.24394], [1.26079, -1.37260, -0.88322], [-2.46011, -0.93595, 0.09025], [0.58454, -0.13058, 2.12746]],
  "atomic_forces_ev_per_a": [[0.24, -4.24, 0.27], [-0.74, 2.00, -0.55], [0.04, 0.22, -0.61], [-0.68, 1.62, 0.02], [-1.50, -1.70, 0.38], [0.93, -2.43, 0.64], [0.66, 0.72, -1.42], [-0.63, 2.36, 1.48], [0.49, -1.89, 1.27], [-1.42, 2.47, -0.49], [-0.22, 4.24, -0.25], [-0.37, 0.74, 0.66], [0.70, 0.09, -0.08], [1.23, -2.76, 0.41], [0.55, -1.31, -0.92], [0.28, 0.39, -0.16], [0.44, -0.52, -0.64]],
  "e_homo_ev": -8.69,
  "charge": 0,
  "orbital_gap_ev": 9.11,
  "relative_energy_kj_mol": 0.0,
  "max_force_ev_per_a": 4.25,
  "e_tot_ev": -83857.8581,
  "smiles": "C=C(F)/C=C\\C=C(/O)F.Br"
}

---

# 2
{
  "formula": "C6H7BrN2",
  "method": "the ωB97M-V functional and the def2-TZVPD basis",
  "species": ["Br", "N", "N", "C", "C", "C", "C", "C", "C", "H", "H", "H", "H", "H", "H", "H"],
  "positions_angstrom": [[-2.90531, 0.91721, -0.01537], [-0.23981, -0.36711, 0.22213], [-2.03470, -1.77026, 0.03741], [0.18576, -1.67517, 0.19949], [-1.81307, -0.52369, 0.05249], [-0.88628, -2.46948, 0.03367], [0.52715, 1.63452, -1.03502], [1.37492, 0.99104, 1.20758], [0.59603, 0.81528, 0.16978], [1.30234, -1.93713, 0.05628], [1.45708, 0.23637, 1.99293], [-1.03049, -3.57605, 0.18763], [0.45467, 1.16871, -2.08402], [1.41653, 2.30662, -1.29988], [1.91343, 1.86991, 1.37116], [-0.31824, 2.37922, -1.09626]],
  "atomic_forces_ev_per_a": [[-0.60, 0.70, 0.06], [-3.23, -0.40, -1.17], [-2.09, 0.49, -0.52], [2.65, 0.69, -1.03], [5.61, -0.11, 0.67], [-0.55, -2.97, 1.33], [0.06, 2.95, -3.95], [0.06, -0.85, 1.08], [-0.84, -1.64, 0.04], [-2.14, 0.59, 0.69], [-0.42, 0.31, -0.16], [0.82, 1.35, -0.62], [-0.19, -0.45, 1.91], [-0.77, -0.93, 1.34], [1.14, 1.15, -0.21], [0.50, -0.88, 0.53]],
  "e_homo_ev": -8.42,
  "charge": 0,
  "orbital_gap_ev": 9.11,
  "relative_energy_kj_mol": 75.1,
  "max_force_ev_per_a": 5.65,
  "e_tot_ev": -79355.9057,
  "smiles": "C=C(C)n1ccnc1Br"
}

---

# 3
{
  "formula": "C6H7BrN4",
  "method": "the ωB97M-V functional and the def2-TZVPD basis",
  "species": ["Br", "N", "N", "N", "N", "C", "C", "C", "C", "C", "C", "H", "H", "H", "H", "H", "H", "H"],
  "positions_angstrom": [[0.00761, 2.95336, -1.05033], [0.97472, 0.07955, 0.74642], [-2.32657, -0.17487, -0.01528], [-0.15238, -0.14129, 0.21927], [-1.83795, -0.56047, -1.17188], [-1.39356, 0.13731, 0.81532], [-0.54181, -0.62364, -1.06659], [-1.61970, 0.63360, 2.25824], [1.28873, 0.52871, -2.28510], [0.49808, -0.77047, -2.06811], [1.09901, 1.71515, -1.77500], [1.80502, -0.30993, 0.30366], [1.17300, -1.54672, -1.88890], [0.10597, -0.87407, -3.14195], [1.96772, 0.42983, -3.09693], [-1.68310, -0.07484, 3.03145], [-2.62774, 1.19708, 2.40424], [-1.06688, 1.38839, 2.74523]],
  "atomic_forces_ev_per_a": [[-0.09, -0.26, 0.37], [2.35, 0.82, 2.37], [-1.96, 1.17, 2.25], [-3.07, -1.08, -1.73], [1.82, -1.22, -2.03], [0.48, 0.61, 1.97], [0.00, 0.83, 0.92], [-2.84, 1.37, -0.89], [-0.96, -0.02, 0.92], [-0.75, 1.78, -2.93], [0.41, 0.36, -0.93], [-0.61, -0.17, -0.76], [1.04, -1.43, 0.35], [-0.06, -0.54, 1.74], [1.04, 0.04, -0.39], [0.07, -1.79, 0.47], [1.14, -1.35, -1.16], [1.98, 0.87, -0.55]],
  "e_homo_ev": [-8.84, -8.37],
  "charge": 0,
  "orbital_gap_ev": [8.41, 7.34],
  "relative_energy_kj_mol": 549.8,
  "max_force_ev_per_a": 3.69,
  "e_tot_ev": -82331.8831
}

---

# 4
{
  "formula": "C6H7Cl2N3O4",
  "method": "the ωB97M-V functional and the def2-TZVPD basis",
  "species": ["Cl", "Cl", "O", "O", "O", "O", "N", "N", "N", "C", "C", "C", "C", "C", "C", "H", "H", "H", "H", "H", "H", "H"],
  "positions_angstrom": [[0.56605, 2.86963, 1.69002], [0.42406, -0.26624, 2.63460], [-0.61099, -1.88430, 0.34464], [1.83150, 1.80881, -1.41225], [-2.28963, 0.69772, 1.99946], [-2.12209, 0.29959, -2.46353], [-2.05655, 0.61689, -0.18985], [-0.25711, -0.28348, -1.30434], [0.80990, 1.78961, -0.74243], [-0.03530, 0.28934, 1.04981], [-1.49540, 0.62269, 1.09280], [-1.52017, 0.28282, -1.40528], [0.19824, -0.88996, -0.06893], [0.88102, 1.44862, 0.62951], [1.63148, -1.34855, -0.01601], [1.83881, -2.02752, -0.91662], [-2.98799, 0.89062, -0.28400], [1.63477, -1.99547, 0.85854], [2.41665, -0.61527, 0.03978], [0.06517, -0.74283, -2.11351], [1.81882, 1.07512, 0.88541], [-0.74126, -2.63784, -0.30782]],
  "atomic_forces_ev_per_a": [[0.08, -0.26, -0.91], [0.33, -0.13, 0.49], [-1.98, -3.16, -0.16], [-1.01, -0.36, 2.13], [1.55, 0.41, 0.32], [0.25, 0.60, 0.89], [1.32, 0.60, -0.49], [0.34, -0.13, 1.01], [-0.27, 2.08, -3.33], [0.38, -0.76, -0.96], [-2.67, -0.95, -1.22], [0.41, -1.68, -0.83], [-0.13, 2.75, 0.82], [-0.04, -0.37, 2.32], [0.15, -1.77, -1.56], [-0.24, 0.93, 1.09], [-1.74, 0.53, 0.30], [0.44, 0.09, 0.01], [0.10, 0.35, -0.11], [0.25, -0.26, -1.25], [1.98, -0.07, 0.45], [0.50, 1.57, 0.99]],
  "e_homo_ev": [-9.78, -9.78],
  "charge": 0,
  "orbital_gap_ev": [8.65, 8.65],
  "relative_energy_kj_mol": 25.2,
  "max_force_ev_per_a": 3.94,
  "e_tot_ev": -44038.4245,
  "smiles": "C[C@]1(O)NC(=O)NC(=O)[C@]1(Cl)[C@H](Cl)N=O"
}

---

# 5
{
  "formula": "C6H7Cl3Si2",
  "method": "the ωB97M-V functional and the def2-TZVPD basis",
  "species": ["Cl", "Cl", "Cl", "Si", "Si", "C", "C", "C", "C", "C", "C", "H", "H", "H", "H", "H", "H", "H"],
  "positions_angstrom": [[-3.71756, -0.44849, -1.53620], [-1.59980, -2.78869, 0.24504], [-4.27868, 2.20867, 0.39296], [-1.26618, -0.94878, 0.98596], [-3.42562, 0.11984, 0.37118], [1.55099, -0.42056, 0.89501], [0.41358, 0.29248, -1.08807], [2.77466, 0.62581, -0.81927], [2.77636, -0.01396, 0.39532], [0.36818, -0.25882, 0.20053], [1.60968, 0.80902, -1.58132], [3.72858, 1.06977, -1.10720], [-0.81156, -1.14781, 2.50658], [-0.42856, 0.79673, -1.48326], [1.53776, 1.55688, -2.30604], [3.58349, -0.08278, 1.10597], [-4.49040, -0.34491, 1.02977], [1.67508, -1.02440, 1.79304]],
  "atomic_forces_ev_per_a": [[0.17, -0.21, -0.90], [-0.45, -0.99, -0.39], [1.44, -1.56, 0.08], [2.18, 1.57, 1.23], [1.68, 2.68, -0.97], [1.45, -0.76, 0.80], [1.09, 2.54, -3.39], [0.73, 3.05, -5.23], [-1.94, -2.46, 4.42], [-2.37, -2.66, 3.95], [0.84, -1.05, 2.41], [-0.43, 0.19, -0.34], [-0.94, 0.34, -1.51], [-1.13, 0.06, -0.40], [0.34, 0.59, -1.54], [0.55, -0.07, -0.51], [-2.38, -1.66, 2.04], [-0.84, 0.41, 0.25]],
  "e_homo_ev": [-5.53, -9.81],
  "charge": 0,
  "orbital_gap_ev": [5.29, 6.41],
  "relative_energy_kj_mol": 167.7,
  "s_squared": 2.0567,
  "max_force_ev_per_a": 6.10,
  "e_tot_ev": -59656.1684,
  "multiplicity": 3
}

---

# 6
{
  "formula": "C6H7ClN2O",
  "method": "the ωB97M-V functional and the def2-TZVPD basis",
  "species": ["Cl", "O", "N", "N", "C", "C", "C", "C", "C", "C", "H", "H", "H", "H", "H", "H", "H"],
  "positions_angstrom": [[3.94843, -0.00566, -0.13215], [2.81878, -2.10086, 0.88662], [0.23667, -1.51961, 0.23555], [1.12004, 0.59330, 0.19443], [3.36385, -1.06371, 1.07335], [0.11303, -0.15496, -0.06802], [-1.25982, -0.08677, -0.58092], [-0.81489, -2.18940, -0.18183], [1.10726, 1.96876, 0.08972], [-1.75608, -1.39163, -0.60934], [1.21874, -1.82466, 0.30854], [0.84763, 2.23614, -0.97781], [-1.88559, 0.72234, -0.97500], [-2.59154, -1.61692, -1.22800], [-0.96853, -3.22328, 0.01348], [2.12512, 2.45909, 0.20033], [0.37942, 2.42826, 0.85867]],
  "atomic_forces_ev_per_a": [[0.79, 0.41, -0.31], [1.20, 1.17, 0.71], [2.91, 0.93, 0.03], [0.73, -1.48, 0.87], [-0.80, -1.59, -0.30], [-2.17, -0.41, -0.04], [0.10, 0.98, -0.22], [0.90, -3.67, 1.43], [-0.39, 2.79, -0.83], [-2.03, 3.43, -2.26], [-1.38, -0.39, 0.27], [-0.34, 0.28, 1.00], [0.88, 0.04, 0.38], [-0.85, -0.52, 0.37], [0.50, -0.79, -0.13], [-1.02, -0.84, 0.35], [0.98, -0.33, -1.30]],
  "e_homo_ev": [-9.13, -7.14],
  "charge": 0,
  "orbital_gap_ev": [8.58, 5.73],
  "relative_energy_kj_mol": 350.5,
  "max_force_ev_per_a": 4.59,
  "e_tot_ev": -23881.5668
}